# 1
Below is the ion CH2FN2OS with charge -1 in a non-equilibrium geometry, with properties calculated with the ωB97M-V functional and the def2-TZVPD basis.

Total charge   -1
Orbital gap   7.65 eV
Relative energy (zero: lowest compared OMol25 entry of this formula, charge and spin)   0.000 eV
Structure (SMILES)   [O-]/[N+]([S-])=N\CF

The geometry in XYZ format:
```
8
CH2FN2OS, DFT the ωB97M-V functional and the def2-TZVPD basis
S 2.6877 0.0076 -0.7782
F -1.8657 1.2836 -0.1283
O 0.9352 -1.4248 0.3692
N 1.1731 -0.3628 -0.1730
N 0.3194 0.6168 -0.2674
C -0.9573 0.2695 0.1670
H -0.9325 0.1295 1.2619
H -1.3600 -0.5194 -0.4513
```



# 2
Below is a structure of composition C19H42ClCsLi2MgNO17PS5 in a non-equilibrium geometry, with properties calculated with the ωB97M-V functional and the def2-TZVPD basis.

Total charge   0
Orbital gap   2.93 eV

The geometry in XYZ format:
```
90
C19H42ClCsLi2MgNO17PS5, DFT the ωB97M-V functional and the def2-TZVPD basis
Cs -6.7885 -7.5917 -3.6244
Cl -3.8792 4.5315 -6.3449
S -2.1539 -3.1894 -0.7462
S -1.2017 0.0200 1.1996
S -0.9864 1.6641 -1.2318
S 2.0348 6.0001 0.5137
S 1.9791 -3.7851 3.4779
P -6.1418 -2.9961 -3.8571
Mg -3.3803 1.5141 -2.4875
O -6.0769 -4.3082 -3.0080
O -6.1326 -3.3682 -5.3299
O -3.1132 5.7402 -6.3182
O 1.6452 -4.4212 4.7265
O -5.3072 4.8952 -6.4755
O -3.4828 -3.2025 -0.2214
O 1.8982 4.9457 1.5244
O -1.0217 -3.3019 0.1183
O -7.3877 -2.2072 -3.5022
O 0.8538 6.8265 0.3870
O -3.5171 3.7240 -7.4652
O -4.9075 -2.1394 -3.5512
O -3.7318 3.8044 -5.1204
O 1.8737 -2.3597 3.3086
O 3.2689 6.7519 0.6547
O -2.0642 -4.3154 -1.8882
O 5.3919 1.2667 5.3922
N 1.1263 1.0327 0.3544
C 1.6583 0.3817 1.5714
C 2.6026 2.5998 -0.9778
C 1.5791 2.4308 0.1518
C 2.2277 5.1180 -1.0362
C -1.6722 3.5355 0.7863
C -2.0243 -5.6809 -1.5043
C -3.4161 -6.0230 -1.0144
C 3.1775 0.5415 1.7871
C -0.2013 0.8845 0.2117
C 3.2584 3.9707 -0.8857
C 2.1633 -5.2701 1.2683
C 3.5391 1.3403 3.0652
C -2.6872 4.5833 1.2947
C -1.9658 -1.8122 -1.7972
C 1.0952 -4.6066 2.1470
C 3.6145 -4.3271 2.9844
C -2.2512 2.7210 -0.3746
C 3.3661 -5.5897 2.1661
C 4.3403 2.6210 2.7663
Li -5.4757 -5.2713 -2.2648
Li -6.6743 6.3046 -7.3066
H 2.4731 -4.5795 0.4810
H -2.7273 -1.8554 -2.5768
H -2.5119 4.7532 2.3550
H 2.5664 5.8222 -1.7909
H 4.2447 -5.8665 1.5848
H -3.5387 -7.0900 -0.8120
H 0.7555 3.0732 -0.1235
H -4.1054 -5.7026 -1.7808
H 3.6957 1.0271 0.9618
H -0.8168 4.1021 0.4208
H -1.3696 2.8890 1.6028
H 4.1552 0.7454 3.7386
H 0.4275 -5.3429 2.5916
H 3.8151 4.1180 0.0382
H 0.5227 -3.8716 1.5958
H -2.1059 -0.9291 -1.1757
H 1.7714 -6.1643 0.7833
H -2.7629 3.3810 -1.0837
H 1.1560 0.7912 2.4487
H 5.3866 2.3568 2.5966
H 3.6088 -0.4528 1.9038
H -2.9538 2.0009 0.0662
H 4.2226 -4.4937 3.8701
H 3.1239 -6.4236 2.8288
H 5.9776 2.0303 5.3627
H 1.4537 -0.6827 1.5151
H -3.6654 -5.4810 -0.1042
H -2.4728 5.5355 0.8121
H 3.9740 3.0780 1.8488
H -0.9650 -1.8223 -2.2224
H -1.7659 -6.2504 -2.3955
H 2.6545 1.6247 3.6405
H 1.9750 2.8712 1.0658
H 1.2616 4.7045 -1.3335
H 3.3474 1.8026 -0.9942
H 3.9810 4.0748 -1.6985
H 4.2457 3.3734 3.5449
H 4.7767 1.4703 6.1043
H 2.0711 2.5598 -1.9364
H -1.2646 -5.9025 -0.7517
H -3.7202 4.2818 1.1221
H 4.0517 -3.5389 2.3716
```



# 3
Below is a cluster of 11 separate species, C30H68N2O18P in total in a non-equilibrium geometry, with properties calculated with the ωB97M-V functional and the def2-TZVPD basis.

Total charge   -1
Orbital gap   5.93 eV
Relative energy (zero: lowest compared OMol25 entry of this formula, charge and spin)   0.000 eV

The geometry in XYZ format:
```
119
C30H68N2O18P, DFT the ωB97M-V functional and the def2-TZVPD basis
P -0.4216 -0.9402 -1.4273
O -6.1155 -0.9550 1.0945
O -0.8921 0.0799 -0.3650
O 1.8326 0.8483 3.1235
O 1.0485 -3.7476 -6.3896
O -5.2927 1.1072 1.8962
O 5.6364 -0.7010 -3.1435
O -0.1164 0.4918 4.1281
O -2.5490 -4.5625 1.1978
O 0.1608 -0.0303 -2.4040
O -0.2631 -4.5710 -4.7714
O 4.4866 0.8569 -1.8905
O 1.9942 3.8748 -0.6951
O 4.6249 -0.1850 1.1974
O 0.6590 -1.7828 -0.9200
O -1.7402 5.5574 1.4938
O -1.1512 -5.2892 2.9264
O 0.2456 4.8545 -1.8909
O -1.5677 -1.5786 -2.0418
N 1.7998 0.7154 -0.0186
N -2.2853 1.2134 -2.6236
C 1.1306 1.0938 4.0541
C 0.4544 -3.5309 -5.2863
C 5.3026 -2.3486 0.0496
C 4.5488 -0.2845 -2.7231
C -1.7884 4.2262 1.5233
C -2.7478 -3.8022 -0.0507
C -6.3481 1.3751 2.8839
C -1.4220 -5.7448 -3.1841
C -1.3821 -4.6364 1.9440
C -5.2813 -0.0701 1.0672
C 1.4543 2.0451 5.1134
C -4.1128 -0.0858 0.1022
C 2.4719 4.2926 1.6373
C 0.4860 -2.1868 -4.7135
C 3.1991 -0.7255 -3.0415
C 1.7656 4.7560 0.3386
C -0.1842 -3.7506 1.3879
C 5.7268 1.5783 -1.5968
C 5.5846 2.7833 -0.8050
C -4.2000 -4.0284 -0.5813
C 1.2066 4.0006 -1.8004
C -0.8518 3.5601 2.5305
C -0.9599 -4.3058 -3.4999
C -2.0415 -0.4784 3.4398
C -0.5402 -0.3742 3.1657
C 4.4345 -1.4890 1.0231
C 3.2819 -2.2524 1.6282
C 1.3809 3.0676 -2.9367
C -5.7835 2.4985 3.6121
C -2.7048 3.2599 0.6601
H 6.3487 0.7870 -1.0404
H 2.1623 0.2373 -0.9554
H 6.6315 3.3162 -0.6543
H -6.4271 2.6628 4.5480
H -4.5137 -5.0145 -0.8027
H -7.2549 1.4410 2.4414
H -4.9170 2.1186 4.1455
H 1.3241 3.0401 4.7345
H -2.0642 2.6222 0.1296
H -1.8057 0.8196 -3.6184
H -3.2825 -0.3657 0.4800
H -2.0809 -5.8861 -2.2419
H 2.1593 3.3731 -3.5477
H -0.3789 -3.8478 -2.6815
H -3.1550 1.9398 -2.8504
H 3.4871 4.2868 1.4896
H -4.1631 -3.5410 -1.5516
H 2.6576 -1.4182 -2.2153
H -5.6623 3.3186 3.0021
H 4.8930 3.5858 -1.2201
H 3.4853 -3.2845 1.6807
H -3.6072 3.0008 1.2017
H -6.5194 0.3911 3.3255
H -2.6401 -2.7820 0.1265
H 0.5197 -2.5857 -3.6900
H 0.7274 1.9012 5.9073
H 2.9844 -1.8457 2.4345
H -2.5325 0.4553 -2.0914
H 2.2409 3.3192 1.7991
H 0.6939 4.8607 0.5289
H 0.6919 -3.6036 2.1092
H 3.3227 -1.1036 -4.1347
H -0.2027 -0.0498 2.2204
H -2.2088 -0.7235 4.3887
H 2.4043 0.1615 -3.2644
H -0.0755 4.2861 3.0117
H 6.2522 1.5924 -2.6314
H -2.5343 -1.1920 2.7243
H 4.6425 -3.0366 -0.5974
H -4.1133 0.9689 -0.4607
H 6.1598 -2.7838 0.3501
H 5.3790 2.4414 0.2594
H 2.5390 1.3140 0.3461
H 1.4254 0.0289 0.4489
H -2.1496 -3.9610 -0.6436
H 0.0580 -1.4211 3.2926
H -0.2359 3.0192 2.0463
H 0.1189 -4.2298 0.4983
H -2.3662 0.4324 3.1109
H -1.8124 -3.4855 -3.6586
H 0.9902 1.2839 -0.3791
H 2.4624 1.8663 5.3061
H 5.9081 -1.5950 -0.7154
H 1.2851 -1.5892 -4.9379
H 2.2444 5.8145 0.3646
H -3.3082 3.8113 -0.0889
H 2.6997 4.8680 2.5124
H -0.3125 -2.6752 1.1391
H -1.4198 3.1322 3.3753
H -4.9586 -3.5959 -0.0812
H -4.1241 -0.6531 -0.7263
H -0.7679 -6.5653 -3.0031
H 0.4823 2.7886 -3.5461
H 1.7772 1.9702 -2.4237
H -0.4001 -1.5831 -4.5290
H 2.3900 -2.0594 1.0460
H -1.5500 1.6338 -2.0914
H -2.1775 -6.1127 -3.8697
```



# 4
Below is a cluster of 2 separate species, H2 in total in a non-equilibrium geometry, with properties calculated with the ωB97M-V functional and the def2-TZVPD basis.

Total charge   0
Orbital gap   7.44 eV
Relative energy (zero: lowest compared OMol25 entry of this formula, charge and spin)   5.546 eV

The geometry in XYZ format:
```
2
H2, DFT the ωB97M-V functional and the def2-TZVPD basis
H -0.1855 -0.9483 -0.5116
H 0.1855 0.9483 0.5116
```